(1)
A structure of composition C32H26N5S5Y, computed with ωB97M-V/def2-TZVPD.

E_HOMO = -0.2448 Eh
LUMO energy = 0.00 eV
HOMO-LUMO gap = 6.66 eV
relative energy (zero: lowest compared OMol25 entry of this formula, charge and spin) = 98.8 kcal/mol
largest force on an atom = 0.248 eV/Å

```
! wB97M-V def2-TZVPD RIJCOSX def2/J DEFGRID3
* xyz 0 1
Y 0.606 -0.213 -0.045
S 1.692 2.204 0.630
C 3.431 2.005 0.647
C 4.201 3.169 0.828
C 5.580 3.145 0.852
C 6.271 1.948 0.683
C 5.547 0.790 0.493
C 4.149 0.806 0.492
S 3.378 -0.778 0.229
C 3.470 -1.561 1.850
C 2.414 -1.241 2.883
C 2.561 -1.860 4.123
C 1.604 -1.652 5.091
C 0.545 -0.806 4.801
C 0.477 -0.205 3.555
C -0.627 0.788 3.305
S -1.652 0.612 1.816
C -2.073 -1.143 1.702
C -2.925 -1.831 2.719
C -3.240 -3.132 2.628
C -2.919 -4.112 1.571
C -2.240 -3.950 0.422
C -1.561 -2.664 0.017
S -0.386 -2.712 -1.348
N 1.393 -0.440 2.595
H 3.676 4.107 0.947
H 6.123 4.071 0.994
H 7.352 1.925 0.686
H 6.057 -0.153 0.334
H 4.455 -1.328 2.256
H 3.460 -2.636 1.654
H 3.410 -2.505 4.304
H 1.676 -2.135 6.056
H -0.225 -0.608 5.533
H -0.173 1.773 3.160
H -1.263 0.838 4.187
H -3.298 -1.251 3.556
H -3.855 -3.531 3.426
H -3.323 -5.102 1.755
H -2.123 -4.791 -0.251
N -3.999 -1.722 0.181
C -2.591 -1.425 0.198
S -0.571 -2.185 1.477
N -2.551 -0.340 -0.758
N -1.413 0.091 -1.183
C -1.398 0.894 -2.241
C -2.653 1.240 -2.957
C -3.207 2.512 -2.885
C -4.370 2.814 -3.583
C -4.989 1.841 -4.352
C -4.445 0.565 -4.423
C -3.284 0.266 -3.729
C -0.112 1.169 -2.830
C 0.014 1.935 -4.005
C 1.254 2.129 -4.561
C 2.381 1.571 -3.956
C 2.191 0.842 -2.809
N 0.989 0.630 -2.255
H -4.216 -2.701 0.290
H -4.372 -1.364 -0.688
H -2.723 3.268 -2.278
H -4.793 3.808 -3.521
H -5.896 2.074 -4.896
H -4.927 -0.198 -5.022
H -2.855 -0.728 -3.769
H -0.873 2.355 -4.456
H 1.352 2.716 -5.466
H 3.375 1.701 -4.359
H 3.038 0.399 -2.297
*
```

Here are the Löwdin charges for atoms 1 to 4, given in e: 0.942 0.544 -0.686 -0.131

***

(2)
A structure of composition C32H26N6Y, computed with ωB97M-V/def2-TZVPD.

E_HOMO = -0.3562 Eh
LUMO energy = -4.07 eV
HOMO-LUMO gap = 5.62 eV
relative energy (zero: lowest compared OMol25 entry of this formula, charge and spin) = 0.0 kcal/mol
largest force on an atom = 0.996 eV/Å

```
! wB97M-V def2-TZVPD RIJCOSX def2/J DEFGRID3
* xyz 1 1
Y 0.215 1.594 0.302
C -4.742 0.395 -2.160
C -5.060 0.015 -0.864
C -4.114 0.057 0.149
C -2.808 0.471 -0.124
C -2.521 0.906 -1.422
C -3.463 0.860 -2.433
N -1.776 0.583 0.825
C -1.633 -0.207 1.906
C -2.349 -1.412 2.167
C -2.162 -2.103 3.328
C -1.259 -1.671 4.333
C -0.499 -0.569 4.104
C -0.635 0.144 2.887
N 0.172 1.191 2.556
N 1.016 1.646 3.387
C 1.754 2.731 2.891
C 2.647 3.327 3.776
C 3.362 4.431 3.362
C 3.165 4.920 2.075
C 2.274 4.263 1.254
N 1.579 3.181 1.633
H -5.487 0.351 -2.942
H -6.066 -0.310 -0.631
H -4.405 -0.198 1.158
H -1.528 1.289 -1.666
H -3.199 1.189 -3.429
H -3.025 -1.794 1.418
H -2.715 -3.021 3.483
H -1.160 -2.234 5.250
H 0.243 -0.230 4.813
H 2.745 2.911 4.768
H 4.059 4.914 4.033
H 3.692 5.791 1.715
H 2.093 4.615 0.247
N 1.217 -0.112 -0.252
C 1.014 -1.218 -0.837
C 1.403 -2.521 -0.219
C 1.425 -2.631 1.170
C 1.791 -3.822 1.772
C 2.160 -4.910 0.989
C 2.151 -4.805 -0.394
C 1.761 -3.618 -0.998
C 0.299 -1.264 -2.154
C -0.735 -2.172 -2.366
C -1.486 -2.116 -3.532
C -1.190 -1.175 -4.508
C -0.143 -0.283 -4.314
C 0.588 -0.323 -3.138
H 1.145 -1.772 1.768
H 1.792 -3.904 2.851
H 2.453 -5.840 1.459
H 2.444 -5.649 -1.004
H 1.747 -3.542 -2.078
H -0.966 -2.909 -1.607
H -2.304 -2.809 -3.678
H -1.768 -1.143 -5.422
H 0.104 0.436 -5.086
H 1.411 0.362 -2.972
C 2.905 3.356 -3.266
C 1.852 3.153 -2.289
N 1.020 2.992 -1.517
H 3.868 3.144 -2.805
H 2.883 4.386 -3.619
H 2.750 2.680 -4.106
*
```

Here are the Löwdin charges for atoms 1 to 4, given in e: 1.430 -0.084 -0.068 -0.034